DFT (wB97M-V/def2-TZVPD) results for C20H44NO2P3Sc as an isolated structure in a non-equilibrium geometry.

```
! wB97M-V def2-TZVPD RIJCOSX def2/J DEFGRID3
* xyz 3 1
Sc -0.17449 0.27681 0.14384
P -1.77815 1.89044 1.12010
P 1.23961 1.96021 -0.81272
P -1.65031 -0.00332 -1.86048
O 0.93816 -1.12044 -0.85051
O 0.85840 1.36360 2.22020
N 0.98996 2.81814 4.32406
C 0.61230 -5.24412 -1.24097
C -0.19484 -4.56865 -0.32508
C -0.32287 3.30276 5.07060
C 1.36078 1.88839 3.18561
C 1.51340 -4.50952 -2.01396
C -1.16416 2.90532 2.43154
C -2.49983 3.13834 0.06839
C 0.81221 -2.42638 -0.95151
C 3.13868 -8.53358 -2.48781
C 0.64930 3.65301 -1.04132
C 2.02777 -8.89757 -1.80769
C 1.80603 1.50259 -2.46293
C -3.22989 -0.78487 -1.45221
C -0.11447 -3.19755 -0.17808
C -2.15449 1.34875 -2.92467
C -3.19006 1.07603 1.86930
C 1.61655 -3.14331 -1.88541
C 2.78048 2.26960 0.06893
C 2.00857 3.77901 4.82503
C -0.93553 -1.17958 -3.01773
H -3.92688 -0.03797 -1.04221
H -1.46161 -1.10085 -3.96271
H 2.15446 -5.02094 -2.73679
H -0.85364 2.30193 3.32133
H -2.09639 4.11538 0.36273
H 2.50561 1.78360 3.20161
H 0.54129 -6.33635 -1.35292
H 2.44216 2.30472 -2.87156
H 1.58954 4.65506 5.33486
H 3.27072 1.33071 0.37670
H 0.14413 -1.00008 -3.17981
H -2.86364 0.31021 2.58771
H 2.06306 -9.10541 -0.73861
H -0.26935 3.48767 2.12614
H -0.15460 3.91102 5.98694
H -1.02998 -2.20955 -2.62353
H 3.46930 2.82904 -0.57799
H 3.10582 -8.33350 -3.55848
H 4.10165 -8.43553 -1.98650
H 2.38013 0.56879 -2.42664
H 0.94378 1.32924 -3.12556
H -3.65777 -1.22357 -2.36585
H 2.66407 3.30259 5.59447
H 2.31509 -2.55944 -2.47770
H 0.34471 4.09338 -0.08143
H -3.07076 1.82047 -2.54829
H -0.75075 -2.66373 0.52873
H -3.79800 1.83311 2.38693
H -2.29236 2.99958 -1.00270
H -3.58568 3.14660 0.21526
H -0.94867 2.49578 5.38851
H -0.83748 4.08457 4.49472
H -1.93657 3.59658 2.74624
H 2.51959 4.25386 3.99533
H -0.90334 -5.12806 0.28891
H -0.21259 3.68815 -1.72022
H 2.60053 2.85782 0.97995
H -3.80712 0.57632 1.11019
H -1.34619 -0.84357 0.75509
H 1.06726 -9.00326 -2.31065
H -2.35845 0.94130 -3.92383
H -1.37642 2.12353 -3.01493
H 1.45734 4.26542 -1.46790
H -3.08515 -1.56875 -0.70007
*
```

Computed properties:
**Energy relative to the best compared isomer or geometry (same formula, charge and spin)**: 149.1 kcal per mole
**Electronic energy**: -75574.6758 eV

DFT (wB97M-V/def2-TZVPD) results for a 8-piece molecular cluster, C20H44O8 overall in a non-equilibrium geometry.

```
! wB97M-V def2-TZVPD RIJCOSX def2/J DEFGRID3
* xyz 0 1
O -1.09935 -2.44846 6.01230
O 5.98352 -7.21064 3.39506
O -5.02734 6.33112 1.23395
O 0.82609 1.03577 -1.08898
O -4.94828 -1.00840 -2.25560
O -5.06982 -3.76464 2.95912
O 2.58262 8.71746 -3.86151
O 8.80847 -3.22467 -4.25803
C 2.06264 7.67140 -3.46493
C 1.20873 -0.54189 0.65384
C -3.82316 7.63469 2.95327
C 8.06932 -4.49071 -6.16158
C -4.98769 -0.31936 -3.29489
C -6.34142 -4.20122 3.49122
C -4.77889 6.54791 2.41994
C 0.57269 0.68842 0.05219
C 3.73358 -7.00559 4.03544
C 1.43434 7.69006 -2.12079
C 6.48504 -3.15773 -4.59756
C -4.12117 -0.64129 -4.45096
C 4.84764 -7.18537 3.05755
C 7.88815 -3.59127 -4.95121
C -0.73658 -1.23430 6.69040
C 4.43293 -7.30620 1.61199
C 2.14151 6.41411 -4.25348
C -0.45598 1.41978 0.84449
C -5.96772 0.84059 -3.45753
C -5.40724 5.53533 3.35464
H 1.47374 -1.24054 -0.13974
H 1.84072 8.44801 -1.45111
H 3.73534 -6.50367 1.37239
H -4.07860 8.59308 2.50122
H 2.13107 -0.15753 1.08931
H -3.82541 7.65742 4.04302
H 5.77505 -3.01033 -5.41137
H 6.21213 -4.00898 -3.97387
H -6.62186 -5.10969 2.95818
H -3.58266 -1.54831 -4.17632
H 5.31489 -7.22237 0.97700
H -0.54716 -0.36477 6.06101
H 7.62002 -5.47612 -6.03819
H 2.64663 5.63755 -3.67911
H -6.75555 0.68860 -4.19532
H 3.06508 -7.86379 3.96679
H 7.47579 -4.13302 -7.00293
H 0.01594 -1.34358 7.47135
H -1.76876 -2.39419 5.32633
H -4.82232 -0.80619 -5.26907
H 4.04351 -8.29576 1.37275
H 4.22360 -6.99030 5.00896
H -5.84927 6.10815 4.16985
H -7.12226 -3.44583 3.40309
H 3.20957 -6.04993 4.02041
H 6.43054 -2.26625 -3.97275
H -6.40879 1.10626 -2.49682
H -6.31436 -4.57887 4.51335
H -0.91313 2.20046 0.23649
H -4.62131 4.91318 3.78283
H -6.16164 4.97564 2.80171
H 1.12791 6.04955 -4.42030
H 0.34931 7.78589 -2.16092
H 0.58052 -1.06851 1.37227
H 2.69190 6.65166 -5.16384
H 0.00909 1.80592 1.75152
H -2.76499 7.43739 2.78169
H -1.24606 0.75891 1.20104
H -1.63492 -0.84265 7.16758
H 1.60891 6.74131 -1.61334
H -5.23279 -3.25451 2.16238
H 9.08149 -4.59573 -6.55221
H -3.45061 0.20470 -4.60183
H -5.25293 1.61284 -3.74180
*
```

Computed properties:
**Energy relative to the best compared isomer or geometry (same formula, charge and spin)**: 46.9 kcal per mole
**Electronic energy**: -37830.3146 eV